C35H60BrN2OS2Si3Ti | wB97M-V/def2-TZVPD

Each line ends with the Löwdin spin population.
Cartesian coordinates (Å):
C: 7.352 2.704 -1.641  0.00
H: -2.235 -4.223 0.939  0.00
H: 7.128 3.874 -3.411  0.00
C: -3.225 -4.748 -1.536  0.00
H: -5.380 -5.758 -0.282  0.00
C: 7.065 3.868 0.433  0.00
H: -4.302 0.393 -3.380  0.00
H: 0.096 1.990 5.015  0.00
C: 6.800 5.040 -1.643  0.00
C: -4.541 0.180 1.071  0.00
H: -3.749 -4.596 -2.476  0.00
H: 7.545 1.791 -2.188  0.00
H: 4.249 4.002 2.906  0.00
H: -5.962 -4.310 0.520  0.00
H: -3.223 -5.676 0.925  0.00
H: -5.479 -1.670 -4.027  0.00
C: -4.150 -1.486 -2.337  0.00
Br: -1.839 -1.619 0.057  0.00
H: 4.334 -3.092 0.152  0.01
H: -1.494 1.532 4.445  0.00
H: 8.479 1.461 1.063  0.00
H: 7.548 0.555 -0.156  0.00
H: -7.137 -0.682 1.100  0.00
H: 7.036 3.850 1.512  0.00
Si: 2.116 3.732 1.622  0.00
H: -3.049 -1.366 -4.181  0.00
C: -2.922 -1.809 -3.194  0.00
H: -3.135 -5.822 -1.382  0.00
C: 0.382 -0.543 2.777  0.00
C: 1.157 -0.566 -1.581  0.04
C: -0.590 2.069 4.181  0.00
H: -6.297 -1.837 -2.477  0.00
N: 4.162 -0.317 1.276  -0.01
H: 2.638 1.616 2.880  0.00
H: 4.075 5.330 1.778  0.00
H: 2.328 -3.762 -1.614  0.00
H: 1.207 6.025 2.133  0.00
H: -3.427 0.512 -1.861  0.00
C: -1.002 1.874 1.155  0.00
N: 3.023 -0.500 0.538  -0.05
C: 1.716 3.769 -0.281  0.01
C: 0.503 -0.607 -2.814  -0.01
H: -6.611 -0.556 -0.571  0.00
H: -0.019 0.286 -3.134  0.00
H: -3.768 -4.261 1.812  0.00
H: -0.834 1.265 0.269  0.00
O: 1.121 0.558 -0.890  0.00
Si: 0.173 1.351 2.576  0.00
C: 3.354 -2.920 0.602  0.03
C: -5.066 -1.236 0.804  0.00
C: -3.259 -4.586 0.911  0.00
H: -0.847 3.116 4.067  0.00
H: -2.219 -4.342 -1.618  0.00
H: 2.728 -3.791 0.438  0.00
H: -5.954 -4.400 -1.242  0.00
C: 7.097 3.875 -2.331  0.00
C: 4.869 0.690 0.875  -0.01
H: -2.042 1.777 1.443  0.00
C: -6.522 -1.153 0.333  0.00
Ti: 2.283 1.150 0.249  0.67
H: -5.194 0.378 -1.869  0.00
H: -5.542 -1.332 2.907  0.00
H: -3.999 -2.068 2.498  0.00
C: 7.319 2.688 -0.252  0.00
Si: -3.966 -2.168 -0.516  0.00
H: 3.504 -2.781 1.671  0.00
C: 1.816 -2.870 -1.935  0.04
C: 6.797 5.035 -0.259  0.00
H: -0.840 2.916 0.889  0.00
C: 2.703 -1.691 0.041  0.19
H: 1.233 -3.754 -3.779  0.00
H: 0.923 4.471 -0.534  0.00
C: 1.196 -2.869 -3.162  -0.01
C: -5.386 -2.077 -3.020  0.00
H: -3.538 0.134 1.491  0.00
H: -0.070 4.826 2.261  0.00
C: 0.978 5.018 2.465  0.00
H: 4.589 3.759 1.201  0.00
H: -0.504 -1.031 3.167  0.00
H: -5.312 -3.158 -3.111  0.00
H: -2.779 -2.875 -3.329  0.00
H: -6.930 -2.142 0.134  0.00
H: -5.186 0.669 1.802  0.00
H: -4.517 0.796 0.178  0.00
H: 6.582 5.944 0.282  0.00
C: 3.930 4.262 1.902  0.00
H: 2.598 4.037 -0.868  0.00
S: 6.300 1.081 1.820  0.00
H: -5.518 -2.910 2.136  0.00
C: 0.537 -1.732 -3.614  0.05
C: -3.977 -4.117 -0.360  0.00
C: -5.405 -4.670 -0.342  0.00
H: 6.560 5.947 -2.181  0.00
H: 0.060 -1.727 -4.582  0.00
H: 1.204 -0.755 3.458  0.00
H: 1.377 2.769 -0.605  0.00
C: 1.905 1.935 2.129  0.00
C: -5.027 -1.942 2.164  0.00
S: 4.462 1.669 -0.520  0.00
H: 1.114 4.986 3.539  0.00
C: 7.543 1.420 0.504  0.00
C: 1.858 -1.726 -1.114  0.01
C: -4.279 0.041 -2.349  0.00
H: 0.617 -0.992 1.812  0.00
H: -2.017 -1.395 -2.759  0.00

The value obtained for the gap between HOMO and LUMO (alpha / beta) is 6.747 / 7.870 eV. As for the expectation value of S²: 0.795. The value obtained for the largest force on an atom is 4.52 eV/Å. The total charge is 0. The spin multiplicity is 2. The energy is -180762.397 eV. The calculation puts the LUMO energy (alpha / beta) at 0.02 / -0.44 eV. Its energy above the lowest of the compared OMol25 structures with the same formula, charge and spin is 41.1 kcal per mole. The calculation puts the HOMO energy (alpha / beta) at -6.73 / -8.31 eV.

C38H51N2O4P2RhS2Te | wB97M-V/def2-TZVPD

Each line ends with the Löwdin charge.
Cartesian coordinates (Å):
H: 4.188 -0.160 1.400  0.09
Rh: -0.140 -0.418 -0.428  0.64
C: 2.662 2.655 2.608  -0.08
H: -2.699 4.260 -0.552  0.10
H: 2.743 0.524 2.901  0.12
H: 1.025 -5.674 -0.988  0.06
C: 2.492 1.329 2.223  -0.04
H: -1.962 -3.370 -1.894  0.07
H: -1.705 1.218 -2.673  0.05
H: -4.337 -1.733 0.213  0.11
H: 2.787 0.346 -2.087  0.08
C: 3.226 -3.500 -0.234  -0.11
Te: -1.592 1.491 0.942  1.19
H: -3.087 3.783 4.514  0.12
H: -0.750 -3.588 0.331  0.08
H: 1.232 4.385 -2.146  0.06
H: 2.427 4.723 2.093  0.10
C: 2.410 -2.151 -3.325  -0.12
H: 0.678 -5.120 -3.026  0.05
H: 0.315 -2.657 -3.476  0.11
H: 2.524 -2.162 -4.410  0.09
C: 3.382 2.352 -2.400  -0.09
C: 1.925 1.034 -3.959  -0.12
H: -2.121 -4.961 -1.137  0.08
C: 0.467 -5.216 -0.174  -0.10
C: -0.520 1.587 4.658  -0.05
H: 0.111 4.183 3.587  0.07
H: -4.518 -2.990 2.375  0.13
H: 3.072 2.871 3.588  0.11
H: -0.301 4.719 -2.946  0.09
C: -2.222 -1.628 0.197  -0.75
O: -4.817 -0.891 5.003  -0.29
C: 1.749 3.418 0.525  -0.09
C: -1.414 -4.262 -1.591  -0.10
C: -0.299 -3.955 -0.585  -0.49
H: -4.795 4.437 -2.119  0.10
S: -4.235 1.059 -1.053  0.97
H: -3.039 -0.444 2.337  0.00
C: 4.474 -3.360 0.338  -0.10
H: 2.977 -4.431 -0.721  0.08
H: -0.256 -5.955 0.181  0.09
C: -2.616 0.446 4.564  -0.32
H: 3.614 2.615 -1.369  0.07
H: -3.506 -3.281 0.182  0.12
C: -3.497 -2.286 0.636  -0.08
H: -0.741 1.797 -4.043  0.07
P: 0.740 -2.520 -1.150  1.09
C: 2.323 1.249 -2.496  -0.50
H: 5.188 -4.171 0.317  0.10
S: -3.523 -1.056 4.411  0.64
H: 2.774 0.640 -4.521  0.09
O: -2.702 -2.158 4.841  -0.30
C: -0.384 4.092 4.557  -0.04
H: 0.562 1.562 4.698  0.11
H: -0.729 -0.559 4.652  0.12
C: 1.491 -4.432 -3.235  -0.11
H: 1.704 -4.499 -4.305  0.09
C: 3.886 -1.100 0.963  -0.03
C: -3.609 -2.436 2.143  -0.22
C: -1.230 0.400 4.629  -0.06
H: 4.303 1.993 -2.865  0.09
H: 2.326 -1.128 -2.994  0.01
H: -1.024 4.963 4.696  0.08
H: 2.382 -4.781 -2.714  0.07
H: -0.781 3.091 -1.277  0.03
N: -3.689 -1.109 2.761  -0.12
H: -2.012 2.813 -3.354  0.08
C: 1.195 -2.966 -2.901  -0.49
H: -4.374 1.664 4.490  0.12
H: -5.921 2.104 -2.488  0.06
H: 1.089 0.346 -4.087  0.07
C: 1.958 1.046 0.971  -0.34
C: 2.299 3.697 1.772  -0.09
H: 3.316 -2.569 -2.881  0.09
N: 1.665 -0.226 0.461  -0.13
C: -3.293 1.654 4.531  -0.05
H: -2.758 -3.001 2.530  0.11
C: 4.794 -2.135 0.918  -0.08
C: -3.307 3.411 -0.840  -0.27
C: -4.445 3.512 -1.684  -0.20
H: 3.082 3.256 -2.929  0.07
H: 1.430 4.230 -0.114  0.10
C: 0.458 3.951 -2.776  -0.09
H: 5.781 -1.981 1.337  0.11
C: -1.175 2.816 4.605  -0.28
C: -2.565 2.834 4.551  -0.04
P: 0.844 1.446 -1.398  0.99
H: 0.390 4.108 5.325  0.08
H: 0.901 3.721 -3.745  0.06
C: -3.057 2.135 -0.415  -0.96
O: -2.134 -1.054 -0.930  -0.20
C: 1.588 2.104 0.129  -0.37
H: 1.156 -5.012 0.644  0.07
C: -0.226 2.735 -2.148  -0.54
C: -1.227 2.095 -3.112  -0.11
C: 2.280 -2.472 -0.212  -0.29
H: -1.034 -4.743 -2.492  0.06
H: 1.643 1.981 -4.418  0.06
C: -5.049 2.307 -1.887  -0.42
O: -1.189 -1.647 0.946  -0.19
C: 2.582 -1.243 0.436  -0.28

The value obtained for the gap between HOMO and LUMO is 7.121 eV. The value obtained for the largest force on an atom is 0.71 eV/Å. The total charge is 0. The energy is -101955.754 eV. The calculation puts the LUMO energy at -0.13 eV. Its energy above the lowest of the compared OMol25 structures with the same formula, charge and spin is 0.0 kcal per mole. The calculation puts the HOMO energy at -7.25 eV.

C25H31BBr2Cl2CsF6N2NaO11S | wB97M-V/def2-TZVPD

Each line ends with the Löwdin charge.
Cartesian coordinates (Å):
H: -2.589 2.051 3.082  0.12
F: -2.639 5.724 0.893  -0.08
O: -2.696 1.084 3.268  0.15
H: 4.067 -3.787 -2.398  0.07
C: 5.577 -3.881 -3.963  -0.17
H: -4.813 2.267 -2.759  0.08
H: 3.518 -2.538 -0.892  0.05
H: 3.766 -3.869 0.419  0.09
F: -1.394 -1.672 -2.059  -0.05
Br: 2.923 -2.584 3.005  0.54
H: 5.131 -5.341 -7.005  0.10
O: -10.064 -2.011 3.568  0.07
H: 4.908 0.748 4.946  0.07
C: -6.131 2.946 1.932  -0.19
H: 4.444 2.695 3.418  0.13
C: 2.521 0.524 -1.889  -0.25
H: 5.637 2.059 2.269  0.10
O: 3.931 0.949 2.468  -0.12
N: 6.600 -3.184 -3.175  -0.34
C: 4.923 1.782 3.050  -0.31
Br: 0.474 -0.350 2.589  0.21
H: -7.642 4.169 0.929  0.13
C: 5.624 1.046 4.173  -0.09
F: -1.636 -1.813 0.317  -0.05
Cl: -0.141 6.964 1.347  -0.29
H: -3.617 0.872 3.564  0.14
F: -1.970 3.986 2.385  -0.08
H: 6.850 -4.129 -5.710  0.11
C: 2.951 -3.147 -0.070  -0.13
F: -0.315 4.818 0.875  -0.29
O: -9.462 -2.523 5.602  0.10
H: 6.395 1.673 4.629  0.07
O: 7.699 -2.974 -3.711  0.04
H: -5.545 3.638 2.542  0.13
C: 2.256 -2.251 1.114  -0.58
C: -1.762 4.527 0.990  -0.29
C: -3.915 2.178 -1.989  -0.05
C: -1.406 1.844 0.085  0.04
C: -3.521 3.514 -1.069  0.00
Na: 5.782 1.097 -0.690  0.72
H: -0.518 1.798 0.845  0.08
C: 1.428 -0.693 -1.979  -0.06
C: -9.240 -2.368 4.395  -1.07
H: 4.020 -0.807 -2.120  0.01
C: 4.314 -4.120 -3.404  -0.02
H: -4.120 4.530 -1.132  0.10
H: 6.089 0.128 3.799  0.07
Cs: -0.460 -0.936 4.767  0.77
H: 2.120 -3.860 -0.500  0.12
C: -1.800 0.535 -0.819  -0.03
C: 1.148 -1.239 0.896  -0.42
H: -7.981 3.837 2.650  0.13
C: 3.352 -4.803 -4.150  -0.07
H: -3.434 -0.163 -2.545  0.10
C: 4.906 -4.997 -5.998  -0.06
S: -7.613 0.949 2.068  0.67
C: -3.081 0.739 -1.875  0.02
C: -2.238 3.289 -0.028  -0.01
H: 3.297 0.716 3.168  0.05
C: 5.876 -4.312 -5.262  -0.02
C: 3.650 -5.243 -5.441  -0.17
O: -8.387 0.565 3.226  -0.21
O: 6.309 -2.848 -2.018  0.01
H: 3.153 2.749 -1.551  0.08
C: -1.099 -0.944 -0.769  -0.25
C: 2.171 2.132 -1.734  -0.03
H: 1.983 -1.712 -2.259  0.12
B: 0.539 -0.942 -0.619  -0.24
H: 1.324 2.311 -0.947  0.09
O: -8.056 -2.631 4.154  0.11
C: -7.566 3.424 1.725  -0.18
F: 1.899 4.752 1.320  -0.79
H: -5.626 2.789 0.974  0.11
O: -8.311 2.256 1.387  -0.20
H: 0.723 -0.460 -2.894  0.14
O: -7.262 0.025 1.013  -0.23
H: 2.369 -4.996 -3.725  0.10
N: 3.883 0.219 -1.992  0.00
H: 2.899 -5.782 -6.017  -0.18
O: -6.248 1.681 2.579  -0.23
H: -2.023 0.765 3.922  -0.06
Cl: 1.120 -5.906 -6.385  -0.39
H: 1.775 2.474 -2.806  0.11

The value obtained for the gap between HOMO and LUMO is 1.559 eV. The value obtained for the largest force on an atom is 9.52 eV/Å. The total charge is -2. The energy is -249810.418 eV. The calculation puts the LUMO energy at 0.47 eV. Its energy above the lowest of the compared OMol25 structures with the same formula, charge and spin is 187.4 kcal per mole. The calculation puts the HOMO energy at -1.09 eV.

C6H12N2 | wB97M-V/def2-TZVPD

Each line ends with the natural charge from an NBO analysis.
Cartesian coordinates (Å):
H: -1.190 3.068 -0.518  0.21
H: -1.425 2.509 1.915  0.21
C: 2.532 -0.511 -0.113  0.18
H: -0.783 -2.451 1.269  0.22
C: -0.792 -1.588 0.610  -0.64
H: -0.590 1.083 1.585  0.22
H: 0.423 -1.856 -2.165  0.21
H: 2.919 -1.368 -2.028  0.41
H: -2.390 1.248 1.254  0.20
H: 3.457 0.010 0.062  0.19
N: 2.239 -0.972 -1.397  -0.55
N: 1.528 -0.683 0.685  -0.46
C: 0.993 -1.547 -1.304  -0.12
C: 0.551 -1.384 -0.041  0.10
H: -0.272 1.596 -0.696  0.21
H: -2.030 1.568 -0.891  0.20
C: -1.398 1.696 1.190  -0.63
H: -1.089 -0.685 1.134  0.24
H: -1.473 -1.727 -0.233  0.21
C: -1.209 1.994 -0.318  -0.62

The value obtained for the gap between HOMO and LUMO is 9.717 eV. The value obtained for the largest force on an atom is 1.93 eV/Å. The total charge is 0. The energy is -9396.336 eV. The calculation puts the LUMO energy at 0.95 eV. Its SMILES is Cc1c[nH]cn1.CC. Its energy above the lowest of the compared OMol25 structures with the same formula, charge and spin is 11.8 kcal per mole. The calculation puts the HOMO energy at -8.76 eV.